No. 1
This record from the Open Molecules 2025 dataset describes the ion C6H13N2Si with charge +1 in a non-equilibrium geometry. The level of theory is wB97M-V/def2-TZVPD.

The frontier orbital gap is 9.3 eV. The relative energy (zero: lowest compared OMol25 entry of this formula, charge and spin) comes out at 1.6636 eV. The calculation puts the HOMO energy at -13.4 eV. As for the spin multiplicity: 1. As for the charge: +1. As for the SMILES: C[N+]1=C[C@@H]2CCCN2[SiH2]1.

The geometry in XYZ format:
```
22
Properties=species:S:1:pos:R:3:forces:R:3:lowdin_charge:R:1
C -0.9193 -1.1157 -0.1973 -0.161 0.440 -1.395 0.0441
C 2.5434 0.0661 0.4665 0.308 -0.674 -1.221 -0.1331
C 1.7193 -1.2923 0.2976 0.091 0.585 -0.353 -0.0736
C 1.7955 1.2214 -0.2918 1.699 -0.876 -0.824 -0.1877
C 0.4728 -0.6534 -0.5209 0.160 -2.433 0.810 -0.2864
C -3.1465 -0.3516 0.1279 -2.114 2.737 -2.312 -0.0678
N 0.4253 0.7713 -0.3616 1.910 0.136 0.509 -0.2124
N -1.7733 -0.1597 -0.0298 2.513 -1.325 0.389 -0.1727
Si -0.9520 1.4862 0.2215 -2.711 -0.029 -0.033 0.7318
H -1.2868 -2.1434 -0.3184 0.334 0.284 0.281 0.1676
H 2.7085 0.3728 1.4875 0.203 -0.299 0.307 0.1020
H 3.4798 -0.0819 -0.0966 -0.019 0.155 0.865 0.1124
H 2.3149 -2.1249 -0.2841 -1.348 1.917 0.815 0.1474
H 1.3641 -1.7975 1.2080 0.341 0.599 0.010 0.1007
H 2.0466 2.1985 0.1661 -0.778 -0.472 -0.215 0.1316
H 2.1679 1.2345 -1.3489 -0.093 0.247 0.824 0.1330
H 0.8184 -1.0836 -1.4871 -1.075 1.047 -0.356 0.1712
H -3.4225 0.2970 0.9247 -0.804 -0.123 1.138 0.0755
H -3.5452 -1.3266 0.1096 -0.031 -1.243 0.447 0.0944
H -3.6186 0.1990 -0.7678 0.444 -0.890 1.065 0.1458
H -1.6822 1.9606 1.4972 1.314 -0.478 -0.352 -0.0004
H -1.5102 2.3233 -0.8024 -0.184 0.694 -0.399 -0.0232
```
Forces are in eV/Å.



No. 2
This record from the Open Molecules 2025 dataset describes a structure of composition C26H24F4N4PtS in a non-equilibrium geometry. The level of theory is wB97M-V/def2-TZVPD.

The frontier orbital gap is 6.8 eV. The relative energy (zero: lowest compared OMol25 entry of this formula, charge and spin) comes out at 0.0000 eV. The calculation puts the HOMO energy at -7.1 eV. As for the spin multiplicity: 1. As for the charge: 0.

The geometry in XYZ format:
```
60
Properties=species:S:1:pos:R:3:forces:R:3:lowdin_charge:R:1
Pt 0.5398 -0.3176 0.5196 0.719 0.712 0.908 1.1204
C 1.3820 2.4612 3.0342 -0.084 0.021 0.037 -0.0720
C 0.6810 1.1519 3.3544 0.026 0.143 0.086 -0.2538
N -0.3702 0.7759 2.3940 0.024 -0.427 -0.652 -0.2749
C -1.3454 1.8399 2.1054 -0.136 0.024 -0.009 -0.2382
C -2.1649 2.3225 3.2974 0.053 -0.032 0.028 -0.0681
C -0.9978 -0.4797 2.8534 -0.138 -0.057 0.344 -0.2185
C -1.9076 -1.1511 1.8366 -0.076 0.247 -0.088 -0.2320
N -1.3049 -1.0714 0.5172 -0.059 -0.493 -0.254 -0.1728
C -1.9694 -1.5654 -0.5784 0.068 0.087 0.252 -0.1701
C -1.6851 -1.0985 -1.8778 0.026 0.085 -0.100 -0.1649
F -0.7902 -0.1065 -2.0614 -0.031 -0.009 -0.002 0.0438
C -2.3290 -1.5684 -3.0008 0.011 -0.006 0.005 -0.2221
F -1.9852 -1.0494 -4.1915 -0.006 -0.003 -0.001 0.0856
C -3.3266 -2.5210 -2.9369 0.020 0.016 -0.013 0.0574
C -3.6429 -2.9771 -1.6779 -0.012 -0.009 0.053 -0.2248
F -4.5937 -3.9147 -1.5289 0.012 0.017 -0.011 0.0861
C -2.9948 -2.5284 -0.5425 -0.028 -0.090 0.023 -0.1424
F -3.3593 -3.1051 0.6258 0.052 0.029 0.011 0.0676
H 2.2898 2.5459 3.6321 -0.016 -0.010 0.015 0.0848
H 0.7586 3.3281 3.2557 -0.012 -0.004 0.005 0.0736
H 1.6637 2.5030 1.9855 0.016 0.044 0.001 0.0462
H 0.2646 1.2000 4.3698 -0.025 -0.020 -0.016 0.1199
H 1.4071 0.3368 3.3521 -0.015 0.001 -0.020 0.0985
H -2.0043 1.4585 1.3245 0.014 -0.014 -0.003 0.1099
H -0.8024 2.6760 1.6644 0.036 -0.016 -0.002 0.1076
H -2.8142 1.5395 3.6891 -0.005 0.003 0.001 0.0709
H -2.8004 3.1532 2.9905 -0.002 -0.005 -0.015 0.0801
H -1.5302 2.6753 4.1122 -0.008 0.017 -0.002 0.0695
H -1.5598 -0.3393 3.7866 0.047 0.104 0.002 0.1217
H -0.1711 -1.1554 3.0839 -0.025 -0.006 -0.015 0.1098
H -2.8941 -0.6680 1.8172 -0.024 -0.012 0.087 0.1220
H -2.0678 -2.1662 2.2056 0.002 -0.046 -0.042 0.1131
H -3.8268 -2.8867 -3.8202 0.002 0.003 -0.002 0.1323
S 4.0553 2.3044 -0.5675 0.020 0.012 -0.009 1.1038
C 2.4614 1.7303 -0.3293 0.096 -0.101 0.076 -0.4611
N 2.3415 0.6926 0.4433 0.025 -0.019 -0.193 -0.1633
C 3.5822 0.2646 0.9110 -0.127 0.082 0.093 -0.3019
C 3.8010 -0.8126 1.7689 -0.008 -0.062 -0.030 -0.0112
C 5.0964 -1.0968 2.1353 0.027 0.015 -0.008 -0.0578
C 6.1694 -0.3230 1.6656 -0.019 -0.011 0.010 -0.0707
C 5.9617 0.7493 0.8263 -0.013 0.002 -0.004 -0.0767
C 4.6487 1.0365 0.4535 0.025 0.039 0.024 -0.4521
H 1.6107 2.1966 -0.8033 -0.012 -0.008 -0.021 0.0956
H 2.9612 -1.4078 2.1020 0.001 -0.004 -0.014 0.1043
H 5.2945 -1.9342 2.7903 0.002 -0.004 0.001 0.1095
H 7.1775 -0.5747 1.9659 0.002 0.000 0.003 0.1086
H 6.7882 1.3463 0.4661 0.003 0.001 -0.003 0.1121
N 4.4297 -5.4302 -3.0873 0.033 -0.017 -0.011 0.1408
C 3.7980 -4.6310 -2.5544 -0.112 0.103 0.069 -0.1929
C 3.0064 -3.6314 -1.8841 0.071 -0.088 -0.047 -0.2469
C 2.9523 -2.3317 -2.3813 0.004 0.060 -0.033 -0.0330
C 2.2017 -1.3709 -1.7246 0.085 -0.116 0.025 -0.1100
C 1.4965 -1.6724 -0.5545 -0.552 -0.094 -0.470 -0.3283
C 1.5321 -2.9937 -0.0937 0.075 -0.032 -0.064 -0.1116
C 2.2844 -3.9610 -0.7398 -0.020 -0.023 0.039 -0.0389
H 3.4944 -2.0822 -3.2845 0.001 -0.006 -0.001 0.1167
H 2.1650 -0.3696 -2.1365 -0.017 -0.016 -0.025 0.0900
H 0.9658 -3.2709 0.7872 -0.015 -0.004 -0.010 0.0926
H 2.3113 -4.9762 -0.3650 0.002 -0.002 -0.005 0.1160
```
Forces are in eV/Å.



No. 3
This record from the Open Molecules 2025 dataset describes a cluster of 9 separate species, C18H34Cl14N2 in total in a non-equilibrium geometry. The level of theory is wB97M-V/def2-TZVPD.

The frontier orbital gap is 10.8 eV. The relative energy (zero: lowest compared OMol25 entry of this formula, charge and spin) comes out at 0.4885 eV. The calculation puts the HOMO energy at -10.6 eV. As for the spin multiplicity: 1. As for the charge: 0. As for the SMILES: ClCCCl.ClCCCl.ClCCCl.ClCCCl.ClCCCl.ClCCCl.ClCCCl.CC#N.CC#N.

The geometry in XYZ format:
```
68
Properties=species:S:1:pos:R:3:forces:R:3:lowdin_charge:R:1
C 14.0618 -24.2006 18.5620 -0.225 -0.548 0.214 -0.0739
C 13.1428 -25.2426 19.0463 0.148 0.094 -0.370 -0.2846
N 12.4310 -26.0513 19.4436 -0.015 0.090 0.069 0.1396
H 13.8864 -23.3343 19.1955 0.340 0.201 -0.157 0.0109
H 13.9002 -23.9642 17.5127 -0.309 0.045 0.055 0.0845
H 15.0807 -24.5766 18.6350 0.052 0.159 0.257 0.0843
C 11.3121 -18.4089 19.3933 -0.605 -0.338 -0.070 -0.0733
C 11.5932 -17.3968 18.3690 0.093 -0.628 0.585 -0.2669
N 11.7930 -16.6132 17.5577 -0.016 0.174 -0.219 0.1403
H 10.4215 -18.1270 19.9550 0.063 0.194 0.052 0.0902
H 12.1139 -18.6210 20.0915 0.326 0.456 -0.122 0.0477
H 11.0691 -19.3721 18.9440 0.083 0.128 -0.325 0.0230
Cl 14.3037 -22.7562 23.2539 -0.135 -0.192 -0.148 0.5685
C 13.8974 -21.0345 23.2241 0.002 0.712 0.395 -0.6690
C 13.2929 -20.5466 21.9327 0.183 -0.399 -0.416 -0.6372
Cl 14.4373 -20.8103 20.5639 -0.309 0.060 0.091 0.5378
H 14.8130 -20.4933 23.4523 0.018 -0.013 -0.078 0.0691
H 13.1911 -20.8417 24.0320 -0.018 -0.103 -0.011 0.0785
H 13.0926 -19.4794 21.9395 0.134 0.076 0.345 0.0614
H 12.3547 -21.0523 21.7142 0.094 -0.161 -0.122 0.0306
Cl 11.1844 -22.2081 19.4877 0.441 0.216 0.120 0.6355
C 9.8786 -22.4239 18.3370 -1.418 -0.883 -0.566 -0.6588
C 8.5545 -21.9060 18.9126 0.814 0.792 0.185 -0.6389
Cl 7.2242 -21.9461 17.7229 0.274 -0.218 0.044 0.5910
H 9.7370 -23.4897 18.1499 0.320 -0.058 0.104 0.0798
H 10.1414 -21.9719 17.3842 0.010 0.328 0.162 0.0216
H 8.6927 -20.8635 19.2020 -0.169 0.049 -0.073 0.0525
H 8.2797 -22.4495 19.8103 -0.152 -0.235 -0.162 0.0304
Cl 9.3144 -19.4653 16.4550 0.187 -0.059 0.066 0.5896
C 9.6357 -18.2442 15.1950 -0.390 0.318 -0.406 -0.6407
C 8.7775 -17.0071 15.4436 0.744 -0.331 0.344 -0.6615
Cl 7.0470 -17.3998 15.3702 -0.118 0.100 -0.158 0.5422
H 9.3923 -18.6977 14.2387 -0.182 -0.099 0.065 0.0172
H 10.7019 -18.0325 15.1704 -0.029 0.226 0.363 0.0700
H 9.0194 -16.2340 14.7186 -0.154 -0.044 -0.123 0.0775
H 8.9784 -16.6207 16.4396 -0.017 0.064 -0.013 0.0508
Cl 9.4613 -23.6610 22.0262 0.311 -0.146 0.187 0.5369
C 10.9952 -24.4847 22.4908 0.308 0.578 0.743 -0.6590
C 10.7605 -25.9551 22.7668 0.788 0.501 -1.783 -0.7127
Cl 9.6280 -26.2696 24.0639 -0.037 -0.153 0.106 0.5731
H 11.4249 -23.9523 23.3416 -0.467 -0.054 0.216 0.0471
H 11.7412 -24.3188 21.7141 -0.335 -0.368 -0.399 0.0307
H 11.7270 -26.4356 22.9182 -0.068 0.013 0.530 0.0794
H 10.4462 -26.3330 21.7883 -0.575 -0.446 0.470 0.0673
Cl 4.3910 -23.8979 19.0007 -0.080 0.032 -0.071 0.5137
C 3.9442 -24.1519 17.2856 0.406 -0.023 0.052 -0.6381
C 5.0749 -24.7951 16.4799 -0.598 0.058 0.593 -0.6512
Cl 5.6104 -26.3216 17.2498 -0.001 0.132 -0.308 0.5274
H 3.7105 -23.1650 16.8917 0.007 -0.021 -0.132 0.0584
H 3.0519 -24.7697 17.2748 0.008 -0.060 0.022 0.0671
H 5.9318 -24.1341 16.4113 0.067 -0.032 -0.002 0.0145
H 4.6772 -25.0314 15.4961 0.165 -0.049 -0.096 0.0715
Cl 9.6831 -24.3098 12.4402 0.125 -0.324 -0.017 0.5608
C 8.6055 -23.4782 13.5577 -0.453 0.774 0.529 -0.6847
C 9.3349 -22.4366 14.4067 -0.446 -0.529 -0.246 -0.6682
Cl 10.0561 -21.1878 13.3672 0.230 -0.031 0.088 0.5806
H 8.1068 -24.1768 14.2305 0.262 -0.261 -0.086 0.0701
H 7.8221 -23.0063 12.9676 0.100 0.081 -0.069 0.0673
H 10.0839 -22.9357 15.0190 0.304 0.216 -0.190 0.0681
H 8.6408 -21.9319 15.0756 -0.106 -0.022 -0.065 0.0140
Cl 3.4477 -19.7441 17.5559 0.006 0.174 -0.202 0.5337
C 3.9426 -18.9078 19.0674 0.221 -1.014 0.072 -0.6190
C 4.9747 -19.8240 19.7103 0.152 0.214 0.091 -0.6929
Cl 5.5370 -19.1670 21.2820 -0.083 0.110 -0.004 0.5277
H 3.0356 -18.8515 19.6581 0.096 0.337 0.157 0.0659
H 4.3738 -17.9463 18.8155 -0.173 0.110 0.010 0.0713
H 5.8576 -19.9052 19.0853 -0.041 0.003 -0.103 0.0167
H 4.5931 -20.8213 19.9057 -0.156 0.029 -0.070 0.0423
```
Forces are in eV/Å.